No. 1
# C55H55InN5O3PSbSi

A molecular structure, C55H55InN5O3PSbSi (the ωB97M-V functional and the def2-TZVPD basis, the Open Molecules 2025 dataset).

Frontier orbital gap ... 6.67 eV
Relative energy (zero: lowest compared OMol25 entry of this formula, charge and spin) ... 43.4 kJ/mol
E_HOMO ... -9.60 eV
E_LUMO ... -2.927 eV
Total charge ... +1

Structure (XYZ):
```
122
Properties=species:S:1:pos:R:3:lowdin_charge:R:1
In -0.02 0.22 -0.08 0.678
C 3.69 -0.34 2.65 -0.002
C 2.67 -0.40 1.69 -0.105
N 1.60 0.37 1.73 0.041
C 1.46 1.24 2.75 -0.150
C 2.43 1.38 3.75 -0.128
C 3.58 0.57 3.67 0.024
C 2.23 2.33 4.81 -0.003
C 1.09 3.04 4.90 -0.007
C 0.05 2.87 3.92 -0.138
C -1.20 3.52 4.01 0.016
C -2.17 3.26 3.08 -0.016
C -1.88 2.35 2.05 -0.123
N -0.71 1.76 1.92 0.071
C 0.24 1.99 2.85 -0.165
H 4.54 -0.99 2.57 0.119
H 2.72 -1.08 0.85 0.092
H 4.35 0.65 4.43 0.129
H 3.01 2.44 5.56 0.124
H 0.93 3.74 5.70 0.123
H -1.38 4.22 4.82 0.128
H -3.14 3.72 3.13 0.117
H -2.63 2.10 1.31 0.093
O -1.46 -1.91 -1.19 -0.131
H -2.15 -1.24 -1.36 0.013
H -1.25 -2.36 -2.01 0.064
C -4.14 0.47 -0.71 -0.154
O -2.71 0.50 -0.64 -0.553
H -4.52 1.11 -1.51 0.067
H -4.56 0.81 0.24 0.080
H -4.48 -0.55 -0.88 0.089
C -1.30 4.55 -2.80 -0.184
N -0.41 3.54 -3.33 -0.127
C -1.05 2.87 -4.46 -0.168
N -2.35 2.29 -4.12 -0.123
C -3.20 3.33 -3.55 -0.173
N -2.61 4.02 -2.40 -0.133
C -2.53 3.17 -1.22 -0.248
P -1.60 1.61 -1.57 0.858
C -0.12 2.55 -2.29 -0.308
C -2.23 1.13 -3.24 -0.229
H -1.47 5.31 -3.57 0.130
H -0.84 5.03 -1.94 0.128
H -0.39 2.09 -4.83 0.093
H -1.20 3.61 -5.25 0.134
H -4.16 2.89 -3.25 0.127
H -3.39 4.07 -4.33 0.131
H -3.54 2.95 -0.87 0.087
H -2.02 3.72 -0.42 0.092
H 0.57 1.79 -2.69 0.059
H 0.38 3.04 -1.44 0.085
H -3.21 0.64 -3.16 0.093
H -1.54 0.41 -3.68 0.075
C 0.75 -1.41 6.36 -0.077
C -0.22 -0.53 5.90 -0.079
C -0.73 -0.67 4.62 -0.134
C -0.30 -1.71 3.79 -0.344
C 0.67 -2.59 4.26 -0.117
C 1.19 -2.44 5.54 -0.074
Sb -0.97 -1.84 1.77 1.609
C -0.38 -3.82 1.34 -0.383
C 0.59 -4.02 0.37 -0.119
C 1.05 -5.31 0.10 -0.067
C 0.52 -6.38 0.79 -0.071
C -0.45 -6.18 1.77 -0.072
C -0.90 -4.90 2.05 -0.128
C -3.08 -2.02 1.95 -0.349
C -3.75 -3.03 1.28 -0.124
C -5.13 -3.11 1.34 -0.073
C -5.86 -2.17 2.05 -0.076
C -5.19 -1.14 2.71 -0.083
C -3.81 -1.06 2.65 -0.132
H 1.15 -1.31 7.36 0.107
H -0.57 0.28 6.53 0.108
H -1.47 0.04 4.27 0.080
H 1.03 -3.39 3.63 0.096
H 1.94 -3.13 5.90 0.108
H 1.01 -3.18 -0.18 0.080
H 1.81 -5.46 -0.65 0.106
H 0.87 -7.39 0.58 0.108
H -0.85 -7.03 2.31 0.109
H -1.65 -4.75 2.82 0.110
H -3.20 -3.77 0.71 0.099
H -5.65 -3.91 0.82 0.109
H -6.94 -2.23 2.10 0.108
H -5.75 -0.41 3.27 0.108
H -3.31 -0.25 3.17 0.079
O 1.53 -0.73 -0.99 -0.418
Si 2.64 -0.52 -2.15 0.465
C 3.85 0.83 -1.68 -0.220
C 3.51 1.82 -0.75 -0.103
C 4.40 2.84 -0.42 -0.080
C 5.65 2.88 -1.02 -0.082
C 6.01 1.90 -1.94 -0.075
C 5.11 0.89 -2.26 -0.087
C 1.80 -0.08 -3.78 -0.243
C 2.29 0.90 -4.64 -0.074
C 1.68 1.15 -5.87 -0.080
C 0.57 0.41 -6.25 -0.094
C 0.07 -0.57 -5.41 -0.094
C 0.68 -0.81 -4.19 -0.116
C 3.59 -2.12 -2.42 -0.218
C 4.30 -2.69 -1.35 -0.096
C 4.99 -3.88 -1.51 -0.087
C 4.99 -4.53 -2.74 -0.086
C 4.31 -3.97 -3.81 -0.078
C 3.62 -2.78 -3.64 -0.081
H 2.54 1.80 -0.26 0.067
H 4.12 3.59 0.30 0.103
H 6.35 3.67 -0.77 0.105
H 6.98 1.93 -2.41 0.106
H 5.41 0.12 -2.97 0.109
H 3.15 1.50 -4.35 0.106
H 2.07 1.92 -6.52 0.112
H 0.10 0.60 -7.21 0.112
H -0.79 -1.16 -5.71 0.111
H 0.30 -1.60 -3.54 0.098
H 4.33 -2.19 -0.39 0.092
H 5.53 -4.31 -0.67 0.103
H 5.54 -5.45 -2.86 0.104
H 4.32 -4.46 -4.77 0.105
H 3.09 -2.36 -4.49 0.097
```

No. 2
# C55H56N2O8SSi

3 unconnected molecules or ions with the total composition C55H56N2O8SSi at a distorted geometry (the ωB97M-V functional and the def2-TZVPD basis, the Open Molecules 2025 dataset).

Frontier orbital gap ... 6.41 eV
Relative energy (zero: lowest compared OMol25 entry of this formula, charge and spin) ... 2141.4 kJ/mol
E_HOMO ... -7.67 eV
E_LUMO ... -1.263 eV
Total charge ... 0

Structure (XYZ):
```
123
Properties=species:S:1:pos:R:3:lowdin_charge:R:1
H 0.69 -5.68 3.76 0.024
N 0.06 -4.99 4.23 0.022
C -0.40 -4.04 3.31 -0.137
C -1.36 -2.86 3.91 -0.164
N -1.96 -1.93 2.88 -0.135
C -2.59 -2.65 1.71 -0.141
C -4.13 -3.26 1.94 0.024
C -4.88 -4.01 0.65 -0.064
C -4.18 -4.22 -0.83 -0.062
C -2.64 -3.66 -1.04 -0.222
Si -1.78 -3.88 -2.75 0.493
C -0.35 -5.20 -2.51 -0.218
C -3.12 -4.53 -4.02 -0.227
C -1.09 -2.25 -3.51 -0.243
C -1.93 -2.92 0.24 -0.355
S -0.18 -2.25 -0.04 0.821
C -0.10 -0.76 1.12 -0.283
C 0.89 0.48 0.67 -0.157
O 1.60 0.36 -0.61 -0.182
C 3.05 0.61 -0.47 -0.148
C 3.74 -0.58 0.44 -0.154
O 4.89 -1.14 -0.33 -0.244
C 6.00 -1.35 0.62 -0.247
C 5.58 -2.39 1.87 -0.109
C 1.00 1.77 1.70 0.055
C 0.08 1.73 3.09 -0.070
C 0.14 3.01 4.14 -0.154
C 1.01 4.28 3.57 -0.258
O 0.75 5.56 4.26 -0.134
C -0.90 0.48 3.51 -0.030
C -1.74 0.53 4.93 -0.135
C -3.08 1.47 4.85 -0.222
O -4.24 0.58 4.69 -0.232
C -5.49 1.35 4.53 -0.239
C -6.53 0.43 3.62 -0.108
C -1.02 -0.82 2.47 -0.082
H -0.04 -4.10 2.19 0.093
H -2.24 -3.34 4.56 0.143
H -0.73 -2.21 4.68 0.134
H -4.70 -3.13 2.96 0.085
H -5.97 -4.44 0.80 0.080
H -4.81 -4.75 -1.69 0.087
H -0.42 -5.64 -1.41 0.047
H 0.72 -4.74 -2.62 0.040
H -0.60 -6.06 -3.26 0.040
H -4.22 -4.24 -3.73 0.030
H -2.94 -5.68 -4.17 0.041
H -2.91 -4.01 -5.08 0.055
H -1.89 -1.76 -4.24 0.051
H -0.80 -1.42 -2.74 0.016
H -0.12 -2.43 -4.19 0.055
H 3.31 1.70 -0.12 0.128
H 3.51 0.49 -1.56 0.148
H 2.94 -1.44 0.52 0.136
H 4.04 -0.09 1.46 0.133
H 6.96 -1.76 0.05 0.127
H 6.28 -0.28 1.04 0.127
H 6.51 -2.99 2.27 0.082
H 5.14 -1.77 2.78 0.081
H 4.72 -3.11 1.52 0.086
H 1.71 2.66 1.41 0.085
H -0.98 3.39 4.25 0.116
H 0.46 2.68 5.24 0.129
H 0.72 4.46 2.43 0.124
H 2.16 4.04 3.57 0.131
H 0.31 6.20 3.61 0.092
H -2.08 -0.55 5.31 0.116
H -1.05 0.97 5.80 0.117
H -2.98 2.29 4.02 0.124
H -3.15 2.04 5.90 0.138
H -5.34 2.38 4.00 0.122
H -6.02 1.44 5.60 0.129
H -6.61 0.86 2.51 0.084
H -7.63 0.44 4.08 0.079
H -6.21 -0.72 3.60 0.075
O -4.46 11.39 -0.38 0.100
C -3.67 10.67 0.20 -0.278
C -4.13 9.74 1.25 -0.084
C -5.49 9.67 1.56 0.008
C -5.94 8.77 2.53 -0.056
C -5.03 7.92 3.17 -0.056
C -3.67 8.00 2.87 0.006
C -3.22 8.91 1.91 -0.086
C -1.78 9.00 1.61 -0.275
O -0.97 8.32 2.23 0.085
C -1.32 9.92 0.55 -0.086
C 0.05 9.98 0.23 0.006
C 0.49 10.82 -0.80 -0.057
C -0.43 11.59 -1.51 -0.055
C -1.79 11.54 -1.18 0.008
C -2.23 10.71 -0.15 -0.085
H -6.20 10.32 1.06 0.122
H -7.00 8.71 2.77 0.109
H -5.38 7.21 3.91 0.108
H -2.97 7.35 3.38 0.119
H 0.77 9.37 0.77 0.121
H 1.54 10.86 -1.05 0.108
H -0.09 12.24 -2.31 0.109
H -2.50 12.15 -1.74 0.122
O 2.48 -5.69 -6.41 0.094
C 3.54 -6.09 -5.94 -0.279
C 4.32 -5.24 -5.02 -0.086
C 3.83 -3.97 -4.67 0.006
C 4.54 -3.18 -3.77 -0.050
C 5.74 -3.65 -3.21 -0.050
C 6.23 -4.90 -3.57 0.008
C 5.52 -5.70 -4.48 -0.087
C 6.06 -7.02 -4.87 -0.279
O 7.14 -7.40 -4.45 0.095
C 5.27 -7.88 -5.78 -0.086
C 5.75 -9.14 -6.13 0.006
C 5.00 -9.98 -6.95 -0.059
C 3.76 -9.55 -7.44 -0.059
C 3.28 -8.28 -7.10 0.006
C 4.04 -7.44 -6.28 -0.086
H 2.90 -3.60 -5.09 0.118
H 4.17 -2.20 -3.49 0.106
H 6.28 -3.03 -2.50 0.101
H 7.16 -5.26 -3.14 0.121
H 6.71 -9.49 -5.75 0.121
H 5.37 -10.96 -7.22 0.107
H 3.17 -10.20 -8.07 0.107
H 2.32 -7.95 -7.48 0.121
```

No. 3
# C55H57AsN3OsP2

A molecular structure, C55H57AsN3OsP2 (the ωB97M-V functional and the def2-TZVPD basis, the Open Molecules 2025 dataset).

Multiplicity ... 5
Frontier orbital gap (alpha / beta) ... 6.81 / 4.06 eV
Relative energy (zero: lowest compared OMol25 entry of this formula, charge and spin) ... 66.9 kJ/mol
E_HOMO (alpha / beta) ... -14.74 / -15.39 eV
<S²> ... 6.05
E_LUMO (alpha / beta) ... -7.926 / -11.335 eV
Total charge ... +3

Structure (XYZ):
```
119
Properties=species:S:1:pos:R:3:mulliken_spin:R:1
Os -0.12 -0.70 0.39 2.152
C -2.74 -0.47 -2.48 0.000
N -2.93 -0.42 -1.00 0.039
P -2.23 -1.75 -0.17 0.164
C -2.38 -3.27 -1.10 -0.040
C -1.36 -4.22 -1.06 0.010
C -1.56 -5.47 -1.62 0.010
C -2.77 -5.78 -2.22 0.000
C -3.80 -4.84 -2.25 0.001
C -3.62 -3.59 -1.68 0.000
C -3.28 -2.14 1.24 -0.035
C -2.79 -3.05 2.18 0.013
C -3.61 -3.49 3.20 0.005
C -4.92 -3.04 3.28 0.001
C -5.42 -2.16 2.33 0.002
C -4.60 -1.71 1.30 0.013
P -2.12 0.98 -0.31 0.128
C -2.55 2.36 -1.39 0.014
C -3.83 2.49 -1.94 0.015
C -4.17 3.66 -2.60 0.001
C -3.26 4.70 -2.71 0.002
C -2.00 4.58 -2.13 0.005
C -1.65 3.41 -1.47 0.066
C -2.92 1.49 1.22 0.006
C -2.07 2.03 2.19 0.038
C -2.59 2.64 3.32 0.012
C -3.97 2.71 3.49 0.000
C -4.82 2.19 2.52 0.001
C -4.30 1.61 1.38 -0.006
H -2.97 -1.46 -2.85 -0.001
H -1.71 -0.22 -2.76 0.001
H -3.40 0.24 -2.96 -0.001
H -0.41 -3.98 -0.60 -0.009
H -0.77 -6.21 -1.59 0.000
H -2.93 -6.75 -2.65 0.000
H -4.75 -5.09 -2.70 0.000
H -4.43 -2.88 -1.67 0.000
H -1.77 -3.41 2.11 -0.002
H -3.23 -4.20 3.92 0.000
H -5.56 -3.39 4.08 0.000
H -6.45 -1.83 2.39 0.000
H -5.00 -1.06 0.54 0.002
H -4.56 1.70 -1.83 0.001
H -5.16 3.76 -3.03 0.000
H -3.53 5.61 -3.22 0.000
H -1.30 5.40 -2.19 0.000
H -0.68 3.33 -1.00 0.018
H -0.99 1.99 2.05 -0.023
H -1.93 3.07 4.06 0.000
H -4.38 3.18 4.37 0.000
H -5.89 2.28 2.64 0.000
H -4.97 1.27 0.60 -0.001
C 0.15 -1.18 6.79 -0.001
C 0.05 -1.04 5.30 0.021
C 1.18 -1.12 4.49 0.010
C 1.05 -1.02 3.12 0.071
N -0.14 -0.83 2.50 -0.083
C -1.23 -0.73 3.29 0.009
C -1.17 -0.83 4.67 -0.005
H 1.08 -0.77 7.16 0.001
H 0.12 -2.24 7.05 0.004
H -0.68 -0.69 7.29 0.000
H 2.16 -1.26 4.91 0.000
H 1.92 -1.08 2.48 -0.038
H -2.17 -0.56 2.80 -0.008
H -2.09 -0.74 5.23 0.000
C 7.62 -2.24 -0.52 -0.002
C 6.31 -1.58 -0.59 0.146
C 6.15 -0.24 -0.92 0.098
C 4.91 0.36 -0.97 0.077
C 4.86 1.79 -1.40 0.005
C 3.72 -0.43 -0.62 0.213
As 1.97 0.42 -0.30 0.146
N 0.77 -0.46 -1.39 0.304
C 1.12 -1.14 -2.58 -0.060
C 0.30 -2.15 -3.06 0.063
C 0.63 -2.83 -4.23 -0.037
C 1.78 -2.50 -4.93 0.071
C 2.60 -1.48 -4.46 -0.016
C 2.27 -0.80 -3.30 0.087
C 2.05 2.33 -0.47 0.012
C 2.48 2.96 0.71 -0.012
C 2.87 2.19 1.95 -0.010
C 2.54 4.34 0.74 0.005
C 2.18 5.11 -0.36 -0.001
C 2.24 6.61 -0.32 0.000
C 1.75 4.45 -1.51 0.006
C 1.67 3.07 -1.60 -0.003
C 1.23 2.46 -2.91 0.008
C 3.86 -1.82 -0.36 -0.106
C 2.71 -2.75 -0.10 -0.005
C 5.12 -2.35 -0.34 0.334
H 8.45 -1.57 -0.74 -0.002
H 7.64 -3.09 -1.20 0.027
H 7.76 -2.67 0.48 0.027
H 7.03 0.35 -1.17 0.006
H 5.77 2.03 -1.95 0.002
H 4.81 2.45 -0.53 0.014
H 4.00 2.03 -2.02 -0.004
H -0.61 -2.41 -2.53 0.038
H -0.02 -3.61 -4.59 0.001
H 2.03 -3.02 -5.84 0.002
H 3.48 -1.20 -5.01 0.000
H 2.90 0.02 -2.97 -0.031
H 3.56 1.36 1.75 0.000
H 1.99 1.78 2.45 -0.002
H 3.38 2.84 2.66 0.000
H 2.88 4.84 1.64 0.000
H 2.60 6.97 0.64 0.000
H 1.26 7.04 -0.51 0.000
H 2.91 6.98 -1.10 0.000
H 1.46 5.04 -2.38 0.000
H 0.78 3.23 -3.53 0.000
H 0.51 1.66 -2.78 -0.002
H 2.08 2.06 -3.46 -0.001
H 1.82 -2.50 -0.67 0.035
H 2.46 -2.78 0.96 -0.001
H 3.00 -3.76 -0.39 -0.005
H 5.25 -3.41 -0.13 -0.011
```

No. 4
# C55H58BrN7O3Ta

A molecular structure, C55H58BrN7O3Ta at a distorted geometry (the ωB97M-V functional and the def2-TZVPD basis, the Open Molecules 2025 dataset).

Frontier orbital gap ... 5.75 eV
Relative energy (zero: lowest compared OMol25 entry of this formula, charge and spin) ... 0.0 kJ/mol
E_HOMO ... -9.43 eV
E_LUMO ... -3.680 eV
Total charge ... +1

Structure (XYZ):
```
125
Properties=species:S:1:pos:R:3:lowdin_charge:R:1
Ta -0.36 -0.02 -0.16 2.107
C 5.84 -1.98 -1.19 -0.060
C 5.34 -0.54 -1.32 -0.160
C 3.87 -0.43 -1.59 -0.118
C 3.24 -0.60 -2.78 -0.129
C 3.86 -0.88 -4.12 -0.174
C 4.34 0.40 -4.82 -0.069
C 1.85 -0.31 -2.56 -0.223
N 1.62 -0.02 -1.22 0.012
C 2.87 -0.07 -0.64 -0.241
C 3.14 0.23 0.67 0.029
C 2.24 0.78 1.53 -0.218
C 2.58 1.37 2.78 -0.119
C 3.94 1.35 3.41 -0.178
C 4.86 2.45 2.86 -0.072
C 1.50 2.10 3.18 -0.105
C 0.47 1.90 2.20 -0.196
C -0.70 2.60 2.17 0.059
C -1.68 2.55 1.20 -0.206
N -1.62 1.76 0.06 -0.015
C -2.84 1.95 -0.56 -0.215
C -3.16 1.49 -1.81 0.068
C -2.22 0.98 -2.66 -0.223
N -0.92 0.72 -2.31 0.023
C -0.32 0.31 -3.46 -0.232
C 0.95 -0.18 -3.57 0.058
C -1.24 0.36 -4.58 -0.125
C -2.44 0.74 -4.07 -0.117
C -3.75 0.89 -4.77 -0.173
C -4.65 -0.33 -4.57 -0.073
C -0.89 0.07 -6.01 -0.174
C -1.11 -1.40 -6.38 -0.077
C -3.67 2.82 0.20 -0.123
C -2.94 3.24 1.27 -0.102
C -3.47 4.20 2.31 -0.162
C -2.49 4.99 3.19 -0.089
C -5.09 3.18 -0.13 -0.175
C -6.07 2.10 0.38 -0.068
N 0.92 1.04 1.20 -0.015
C 1.41 2.95 4.41 -0.170
C 0.81 2.20 5.60 -0.065
H 6.86 -2.01 -0.82 0.081
H 5.83 -2.50 -2.16 0.074
H 5.21 -2.55 -0.50 0.055
H 5.88 -0.03 -2.12 0.114
H 5.59 0.00 -0.40 0.101
H 3.14 -1.39 -4.76 0.106
H 4.70 -1.56 -3.98 0.107
H 3.50 1.08 -5.00 0.076
H 4.81 0.18 -5.78 0.078
H 5.06 0.94 -4.20 0.073
H 4.16 0.12 1.02 0.119
H 4.41 0.37 3.24 0.110
H 3.84 1.46 4.49 0.112
H 4.89 2.43 1.77 0.073
H 5.87 2.35 3.23 0.078
H 4.49 3.44 3.15 0.077
H -0.87 3.26 3.01 0.091
H -4.16 1.65 -2.18 0.121
H 1.29 -0.45 -4.56 0.114
H -3.57 1.05 -5.83 0.111
H -4.27 1.79 -4.41 0.111
H -4.20 -1.22 -5.02 0.065
H -5.63 -0.18 -5.03 0.077
H -4.81 -0.54 -3.51 0.074
H 0.15 0.35 -6.19 0.109
H -1.49 0.71 -6.66 0.113
H -0.46 -2.06 -5.79 0.066
H -0.89 -1.56 -7.44 0.078
H -2.14 -1.70 -6.20 0.068
H -4.14 3.64 2.96 0.118
H -4.09 4.92 1.78 0.108
H -2.09 4.38 4.00 0.065
H -3.02 5.82 3.65 0.079
H -1.66 5.40 2.61 0.086
H -5.20 3.30 -1.21 0.109
H -5.34 4.14 0.32 0.106
H -5.87 1.14 -0.10 0.075
H -7.10 2.38 0.15 0.077
H -5.97 1.97 1.46 0.077
H 0.81 3.85 4.20 0.111
H 2.41 3.30 4.67 0.109
H -0.21 1.89 5.39 0.059
H 0.80 2.83 6.49 0.082
H 1.39 1.31 5.82 0.081
O -3.45 1.11 3.30 0.060
C -2.78 0.49 4.31 -0.255
C -3.19 0.78 5.60 -0.009
C -2.58 0.18 6.68 -0.071
C -1.56 -0.75 6.48 -0.086
C -1.16 -1.05 5.20 -0.034
C -1.75 -0.44 4.09 -0.084
C -1.32 -0.83 2.73 -0.389
O -1.61 -0.03 1.71 -0.216
N -0.76 -1.97 2.56 0.106
N -0.64 -2.13 1.20 -0.072
C -0.73 -3.33 0.80 -0.057
C -0.82 -3.71 -0.60 -0.163
C -0.81 -5.05 -0.99 -0.019
C -1.00 -5.40 -2.31 -0.061
C -1.24 -4.41 -3.26 -0.048
C -1.26 -3.07 -2.89 0.013
C -1.03 -2.75 -1.56 -0.273
O -1.03 -1.44 -1.18 -0.262
H -3.03 0.85 2.46 0.074
H -4.01 1.49 5.74 0.122
H -2.91 0.42 7.69 0.110
H -1.08 -1.23 7.33 0.105
H -0.39 -1.79 5.02 0.111
H -0.82 -4.11 1.56 0.145
H -0.64 -5.82 -0.23 0.123
H -0.98 -6.44 -2.61 0.110
H -1.41 -4.67 -4.30 0.112
H -1.45 -2.28 -3.60 0.102
Br 5.04 -5.94 0.84 0.795
C 3.78 -4.57 0.67 -0.713
C 3.22 -4.29 -0.57 -0.109
C 2.31 -3.25 -0.65 -0.128
N 1.94 -2.51 0.40 0.052
C 2.48 -2.80 1.58 -0.125
C 3.41 -3.82 1.77 -0.091
H 3.50 -4.86 -1.45 0.113
H 1.86 -3.00 -1.61 0.118
H 2.15 -2.20 2.43 0.111
H 3.82 -4.01 2.75 0.108
```

The highest relative energy (zero: lowest compared OMol25 entry of this formula, charge and spin) belongs to which entry? C55H56N2O8SSi

Among the records above, which one has the highest total charge? C55H57AsN3OsP2

Which value of total charge does entry 4 give? +1